A 2-piece molecular cluster, CH5NO4 overall in a non-equilibrium geometry, computed with wB97M-V/def2-TZVPD.

CARTESIAN COORDINATES (ANGSTROEM)
C1 -0.042 1.282 0.082
N1 -1.022 0.289 0.221
O1 1.347 -0.731 1.477
O2 -0.416 -0.856 -1.776
O3 0.040 -0.978 1.746
O4 -1.370 -0.518 -0.637
H1 -0.332 1.945 -0.739
H2 0.014 1.827 1.018
H3 0.940 0.852 -0.160
H4 1.641 -1.434 0.871
H5 -0.800 -1.678 -2.103

## Properties
Net charge = 0
LUMO (spin up / spin down) = 0.372 / -0.290 eV
HOMO-LUMO gap (spin up / spin down) = 10.492 / 8.082 eV
Energy above the lowest of the compared OMol25 structures with the same formula, charge and spin = 197.3 kcal per mole
Total energy = -10788.3864 eV
E_HOMO (spin up / spin down) = -0.37192 / -0.30769 Eh

---

A 2-piece molecular cluster, CH5NOP2 overall in a non-equilibrium geometry, computed with wB97M-V/def2-TZVPD.

CARTESIAN COORDINATES (ANGSTROEM)
P1 2.672 0.626 0.527
P2 1.189 -0.561 -0.131
H1 1.950 1.838 0.853
H2 0.647 -0.498 -1.455
H3 1.699 -1.739 -0.192
H4 -0.095 -0.950 0.308
N1 -1.688 0.820 -0.358
C1 -2.441 0.131 0.260
O1 -3.193 -0.542 0.807
H5 -0.740 0.875 -0.619

## Properties
Net charge = 0
LUMO = 0.252 eV
HOMO-LUMO gap = 8.418 eV
Energy above the lowest of the compared OMol25 structures with the same formula, charge and spin = 46.7 kcal per mole
Total energy = -23230.4335 eV
E_HOMO = -0.30010 Eh